Molecular formula: C62H49NO7PS2W
Method: DFT, ωB97M-V with the def2-TZVPD basis set

Properties
expectation value of S²: 2.015
energy relative to the best compared isomer or geometry (same formula, charge and spin): 210.8 kJ/mol
E_tot: -113693.07771 eV
total charge: +1
2S+1: 3
HOMO-LUMO gap (spin up / spin down): 6.4 / 7.1 eV

Geometry as XYZ:
```
123
C62H49NO7PS2W (ωB97M-V with the def2-TZVPD basis set)
O -6.456 -1.402 -0.936
H -6.685 4.347 -0.087
H 2.212 -2.012 -0.636
H -2.088 3.684 2.848
H -3.956 0.742 2.612
H -1.015 -2.471 -1.981
C 2.316 3.010 -0.104
H -4.999 0.198 -2.586
C -2.829 1.353 8.057
C -5.188 1.905 1.293
C 4.899 0.574 2.667
H 0.777 2.370 5.817
C -6.544 3.291 -0.319
C -2.309 3.255 4.919
C -4.037 3.233 -0.341
H -6.580 3.192 -1.404
H 1.616 -3.140 3.988
S 1.481 -1.492 2.103
C 1.565 2.144 -2.405
C -4.489 -0.306 -1.776
C -0.707 0.969 4.379
C 2.301 -0.559 -4.433
H -7.383 2.742 0.105
C 0.474 -2.621 -4.166
H 2.673 -1.328 -6.396
H 3.783 -3.114 2.553
C -0.043 -2.003 -1.777
H -3.415 3.275 7.349
C 3.563 0.255 -1.459
C -5.141 -1.154 -0.877
O -2.485 -2.750 2.184
C 1.170 0.234 5.743
H 2.286 -2.931 6.342
H 4.060 2.223 -2.155
C 0.897 -1.118 3.797
C -3.136 -0.111 -1.606
H 1.916 3.767 0.568
H -1.884 3.100 -0.316
H -4.886 -2.450 0.849
C 1.917 1.754 7.484
C -4.414 -1.782 0.143
H 7.351 -0.082 -0.724
H -6.113 1.555 1.733
C 1.354 4.473 -1.871
H -2.837 4.171 5.151
C 0.466 0.010 4.489
H 3.664 -2.867 -0.102
O 1.200 -0.404 1.068
C -1.863 3.005 3.660
C 1.858 -0.805 6.403
C 1.476 -2.203 4.514
W -0.324 -0.314 -0.450
C 5.435 -1.759 2.770
H 1.016 -3.156 -6.162
C 1.559 -0.694 -3.258
C -3.066 -1.527 0.224
C 1.879 -2.084 5.806
C -1.128 1.832 3.370
H 0.515 -2.767 -1.219
C 4.096 -2.078 2.594
H 1.474 5.286 -1.165
C 3.255 -2.213 -0.872
H 3.023 0.243 -4.525
C 3.562 0.276 2.494
H 0.248 3.870 -5.010
C -2.194 2.245 5.903
H -0.228 -3.439 -4.061
H 5.215 1.610 2.682
C 1.179 -2.466 -5.344
C 5.793 1.196 -1.463
H 7.577 0.785 2.405
C 7.301 -0.090 2.992
C -2.814 2.792 0.142
H 6.452 2.027 -1.678
H 2.833 1.065 2.360
C -2.105 -2.120 1.230
C -5.234 2.801 0.223
O -1.035 0.801 -1.981
H 3.266 -2.762 -1.817
C 1.731 3.191 -1.480
H 3.401 3.119 -0.121
C -2.860 2.367 7.149
H 2.992 -1.393 8.136
C 2.538 0.691 8.174
C -1.445 0.037 6.585
C 4.077 -0.964 -0.994
C 5.440 -1.052 -0.723
H 7.510 0.138 4.039
O -0.871 -1.839 0.904
C -2.264 0.802 -2.441
C 3.172 -1.056 2.455
C 4.438 1.306 -1.724
C 0.836 4.728 -3.131
O -0.252 1.716 0.710
C 0.671 3.690 -4.032
C -1.426 1.091 5.628
H -4.056 3.910 -1.186
S -1.259 1.197 1.718
C -2.805 1.909 1.213
C -3.980 1.449 1.790
H 3.046 0.876 9.110
C 1.027 2.404 -3.663
H 1.982 2.759 7.879
H 7.945 -0.917 2.698
H 0.847 1.591 -4.352
C 0.659 -1.750 -3.087
C 1.238 1.532 6.323
C 2.109 -1.439 -5.480
H 6.164 -2.554 2.865
N -2.451 -0.698 -0.626
H 5.834 -1.990 -0.348
C 2.506 -0.562 7.640
C 5.854 -0.434 2.804
C -2.137 0.160 7.752
O -2.697 1.442 -3.361
H -2.162 -0.665 8.450
H -3.349 1.448 9.000
C 6.295 0.017 -0.939
P 1.792 0.428 -1.867
H -6.860 -0.953 -1.688
H 2.094 2.034 0.327
H -0.937 -0.891 6.365
H 0.553 5.736 -3.403
```

---

Molecular formula: C4H11P
Method: DFT, ωB97M-V with the def2-TZVPD basis set

Properties
energy relative to the best compared isomer or geometry (same formula, charge and spin): 491.4 kJ/mol
E_tot: -13609.56066 eV
total charge: 0
HOMO-LUMO gap (spin up / spin down): 8.7 / 7.6 eV

Geometry as XYZ:
```
16
C4H11P (ωB97M-V with the def2-TZVPD basis set)
H 0.203 1.332 -3.266
H -2.910 0.723 0.174
H 3.106 0.347 -0.065
H 2.090 -0.955 -0.941
H 0.841 1.548 0.064
H -1.967 1.953 -0.003
H 0.644 0.406 1.458
H -0.189 -2.408 -0.015
C 2.186 -0.260 0.049
H -1.547 0.868 1.245
C -1.030 -1.746 0.173
P -0.671 -0.180 -0.569
H -2.069 -2.091 0.137
H 2.459 -0.995 0.917
C 0.792 0.483 0.351
C -1.940 0.977 0.291
```

---

Molecular formula: C18H32AsF6N3O2PtSSi
Method: DFT, ωB97M-V with the def2-TZVPD basis set

Properties
expectation value of S²: 0.805
energy relative to the best compared isomer or geometry (same formula, charge and spin): 107.1 kJ/mol
E_tot: -126850.40421 eV
total charge: +1
2S+1: 2
HOMO-LUMO gap (spin up / spin down): 5.5 / 5.3 eV

Geometry as XYZ:
```
65
C18H32AsF6N3O2PtSSi (ωB97M-V with the def2-TZVPD basis set)
Pt -0.919 -0.466 -0.002
H -0.195 3.434 2.985
H 2.166 2.343 -1.465
H 1.736 1.054 3.136
O -0.179 -2.572 1.842
H -0.144 -1.811 3.789
H 0.792 -2.614 1.752
N -5.062 -0.042 1.097
H -3.072 -3.796 -0.717
Si 0.804 1.023 0.220
C 2.025 1.967 2.622
H -0.904 1.138 -3.481
C -0.932 -3.653 -1.104
H -2.762 4.063 -1.775
F 1.963 -0.276 0.880
N -2.414 -1.928 -0.213
H -0.551 4.282 -3.633
H -2.183 1.032 -2.210
C -0.507 -2.673 3.224
C 1.496 3.680 0.891
C -0.903 -4.990 -1.446
As 3.683 -1.069 1.115
C 0.263 -5.616 -1.865
H -0.692 1.760 2.759
F 3.617 -1.348 -0.586
H -0.097 -3.583 3.666
H 2.439 3.549 0.360
C 1.004 2.378 1.536
H 1.331 0.970 -2.229
C 1.832 1.317 -1.323
C -3.853 -0.451 0.692
C 0.283 -2.894 -1.227
F 5.191 -1.817 1.305
O 0.401 -1.632 -0.981
H 2.062 2.771 3.365
C -1.966 3.518 -1.232
H 0.244 -6.669 -2.113
S -2.545 0.731 0.982
H -5.174 0.834 1.570
C -0.331 2.645 2.239
C -1.183 2.909 -2.303
H 2.384 -5.366 -2.275
H -1.416 4.248 -0.652
F 3.487 -0.703 2.780
H -1.115 2.974 1.559
H 1.663 4.430 1.670
H 0.642 2.997 -3.432
H -2.426 2.027 -3.647
H 0.767 4.106 0.202
C -1.668 1.674 -2.922
H 2.720 0.697 -1.209
F 4.311 0.512 0.802
H -2.471 2.776 -0.612
H -1.592 -2.707 3.299
H 0.449 4.296 -2.189
H 2.386 -2.967 -1.711
C -2.214 -3.129 -0.668
C -0.052 3.632 -2.888
F 2.769 -2.523 1.349
H -1.819 -5.562 -1.372
H -5.835 -0.682 1.050
N -3.712 -1.625 0.145
H 3.027 1.832 2.228
C 1.482 -3.553 -1.663
C 1.469 -4.880 -1.964
```

---

Molecular formula: C5H7NO
Method: DFT, ωB97M-V with the def2-TZVPD basis set

Properties
energy relative to the best compared isomer or geometry (same formula, charge and spin): 260.7 kJ/mol
E_tot: -8833.50079 eV
total charge: 0
HOMO-LUMO gap: 10.7 eV

Geometry as XYZ:
```
14
C5H7NO (ωB97M-V with the def2-TZVPD basis set)
N -1.154 0.504 -1.926
H 1.008 1.477 0.622
H -1.320 -0.122 1.804
H 1.873 -1.345 0.233
H 1.128 0.429 2.056
H -0.892 -1.903 -0.157
C -0.411 -0.928 -0.124
C 0.721 0.512 1.047
O 1.148 -0.029 -1.295
C -0.795 0.183 0.897
H -1.389 0.968 0.419
H -1.038 1.454 -2.158
C 1.081 -0.617 0.054
C -0.226 -0.129 -1.382
```

---

Molecular formula: C5H13N3
Method: DFT, ωB97M-V with the def2-TZVPD basis set

Properties
SMILES: C[N+]1(C)CCNC1=[NH2+]
energy relative to the best compared isomer or geometry (same formula, charge and spin): 203.4 kJ/mol
E_tot: -9846.29614 eV
total charge: +2
HOMO-LUMO gap: 10.4 eV

Geometry as XYZ:
```
21
C5H13N3 (ωB97M-V with the def2-TZVPD basis set)
H 1.423 -1.146 -0.493
H -0.540 0.460 -2.748
H 1.553 1.504 1.499
N -1.773 -0.754 1.183
H -0.061 2.047 1.195
N -1.264 -0.604 -1.269
H -1.544 -0.477 2.083
H 0.066 1.808 -0.919
N 0.319 0.239 0.303
H 0.049 0.742 2.340
H 1.571 1.140 -1.400
C 0.460 1.156 1.438
C -0.936 -0.482 0.199
C 1.282 -0.879 0.526
C 0.572 0.861 -0.988
H -2.536 -1.284 0.832
H -1.824 -1.383 -1.577
C -0.172 -0.104 -1.971
H 0.497 -0.822 -2.374
H 0.732 -1.460 1.131
H 2.125 -0.562 1.009
```

---

Molecular formula: C25H39F12NO12PS
Method: DFT, ωB97M-V with the def2-TZVPD basis set

Properties
E_tot: -105353.39537 eV
total charge: -1
HOMO-LUMO gap: 6.1 eV

Geometry as XYZ:
```
91
C25H39F12NO12PS (ωB97M-V with the def2-TZVPD basis set)
H -2.181 -2.773 0.223
H 6.343 -0.846 -0.369
O -6.220 -2.579 3.468
H -7.401 -6.116 -0.739
H -6.505 1.578 -6.799
H -7.445 1.764 -5.314
H -4.847 0.643 4.705
C 7.672 4.988 0.598
O 9.467 3.071 2.820
C -5.467 -0.248 4.640
C 10.681 3.584 0.384
C 7.929 4.601 3.804
F 2.573 1.099 -0.886
O 6.484 4.805 1.246
H -6.359 -0.285 -4.366
C -0.062 -2.713 -0.138
C 7.669 3.935 -0.506
H -1.505 -1.143 0.125
O 0.895 -1.954 -0.907
C 1.321 -0.829 -0.346
O -9.060 0.005 -4.608
F -3.538 -3.822 -1.780
O 0.998 -0.387 0.715
O 7.221 2.758 0.066
H 6.785 0.736 2.208
H 7.711 5.998 0.173
F 1.940 -0.140 -2.542
C 10.109 4.896 0.874
N 8.846 4.927 1.564
F 3.513 -0.827 -1.218
F -4.176 -1.766 -1.483
H 11.575 3.355 0.964
H -5.131 0.897 -4.832
F -3.247 -2.904 2.301
H 7.604 0.343 -0.063
H 9.988 2.758 0.486
C 2.363 -0.146 -1.266
H 7.887 3.880 4.616
C -7.290 -5.090 -0.394
O -5.822 -2.917 0.246
C -8.591 -4.328 -0.487
C 6.112 0.290 1.471
H -5.452 -0.501 -5.868
F -3.091 -3.534 4.366
C -6.945 1.044 -5.960
H 10.977 3.714 -0.657
H 5.139 1.178 -0.222
F -9.265 -1.991 -7.353
H -5.414 -0.708 6.740
S 8.039 -1.714 1.066
H 4.678 3.567 1.880
H -9.347 -4.821 0.123
C 6.959 -0.394 0.408
C 8.793 4.064 2.701
H 8.325 5.560 4.139
C -4.584 -2.985 -1.813
C -9.900 -1.114 -6.570
H -6.183 -0.118 3.830
H -8.943 -4.295 -1.519
C -5.070 -2.371 3.713
H 5.108 3.566 -0.126
F -4.452 -4.551 3.029
H 5.537 -0.481 1.993
H -6.901 -5.101 0.623
F -10.697 -1.786 -5.747
H -1.715 -2.092 -1.346
H 6.933 4.320 -1.234
C 5.184 1.345 0.857
H 8.607 3.801 -1.049
O 10.684 5.935 0.663
H 6.930 4.769 3.406
H -8.472 -3.307 -0.128
H 4.164 1.252 1.237
H 6.507 2.765 2.272
C -5.911 0.238 -5.211
F -5.046 -2.951 -3.067
O -4.542 -1.301 4.282
C -5.658 -3.459 -0.806
O -6.286 -4.523 -1.273
C -8.905 -0.240 -5.767
C -1.456 -2.148 -0.292
P 5.792 3.122 1.071
H -6.781 0.300 6.237
H 9.149 -0.977 1.171
H -6.779 -1.432 5.876
C -3.941 -3.365 3.349
H 0.252 -2.736 0.905
F -10.660 -0.331 -7.350
C -6.152 -0.545 5.954
O -7.943 0.183 -6.565
H 0.004 -3.724 -0.536
```